Run w
Density functional theory data (ωB97M-V/def2-TZVPD) for 5 unconnected molecules or ions with the total composition C15H39O14P3.

Structure (XYZ):
```
71
Properties=species:S:1:pos:R:3:lowdin_charge:R:1
C 2.559 -0.813 0.722 -0.13
O 2.504 -0.551 2.090 -0.16
P 2.830 0.918 2.575 0.42
O 2.839 1.869 1.460 -0.22
O 1.473 1.174 3.422 -0.26
C 0.695 2.283 3.065 -0.11
O 3.900 1.062 3.720 -0.20
C 4.315 2.333 4.126 -0.11
H 1.673 -0.412 0.121 0.09
H 2.616 -1.920 0.389 0.13
H 3.318 -0.509 0.291 -0.01
H 0.420 2.054 2.069 0.04
H 1.404 3.210 3.270 0.14
H -0.143 2.070 3.697 0.08
H 4.333 2.986 3.152 0.12
H 5.350 2.243 4.424 0.08
H 3.651 2.841 4.841 0.10
C -1.484 -7.541 -0.452 -0.04
O -1.195 -6.321 0.355 -0.22
P -1.019 -4.924 -0.346 0.39
O -1.057 -4.987 -1.828 -0.24
O -2.428 -4.295 0.229 -0.25
C -3.459 -4.124 -0.616 -0.21
O -0.059 -3.802 0.140 -0.22
C 0.045 -3.579 1.556 -0.06
H -1.598 -8.361 0.206 0.07
H -0.603 -7.565 -1.251 0.13
H -2.210 -7.440 -1.214 0.06
H -3.611 -4.884 -1.546 0.14
H -3.528 -3.050 -1.084 0.11
H -4.340 -4.147 -0.014 0.06
H 0.103 -4.481 2.064 0.07
H -0.840 -3.171 1.953 0.06
H 0.944 -2.880 1.433 0.11
C 3.971 4.418 -1.695 -0.08
O 3.305 3.269 -1.084 -0.23
P 1.672 3.147 -1.154 0.49
O 1.067 3.824 -2.349 -0.27
O 1.455 1.659 -1.416 -0.22
C 1.747 1.110 -2.632 -0.11
O 0.888 3.681 0.263 -0.25
C -0.452 4.169 0.017 -0.14
H 3.339 4.993 -2.378 0.07
H 4.783 4.044 -2.172 0.04
H 4.183 5.316 -0.941 0.13
H 1.421 0.077 -2.549 0.10
H 2.790 1.104 -2.798 0.09
H 1.173 1.431 -3.384 0.04
H -0.352 5.238 -0.415 0.11
H -1.187 4.462 0.808 0.10
H -1.006 3.556 -0.612 0.03
C -4.225 1.522 -2.313 0.01
C -3.152 0.686 -3.194 -0.48
C -1.781 1.277 -3.592 -0.05
O -3.426 -0.335 -3.716 0.07
H -4.277 2.570 -2.446 0.05
H -4.158 1.481 -1.315 -0.01
H -5.252 0.973 -2.691 0.14
H -1.196 1.409 -2.640 0.05
H -1.846 2.409 -4.054 0.14
H -1.162 0.661 -4.326 0.09
C -2.107 -0.256 2.527 -0.02
C -1.827 0.262 1.091 -0.34
C -1.115 -0.724 0.011 0.00
O -1.821 1.526 0.866 -0.02
H -2.501 0.499 3.178 0.07
H -1.079 -0.353 2.984 0.10
H -2.719 -1.144 2.263 0.09
H -0.029 -1.270 0.220 0.09
H -0.974 -0.270 -1.017 0.06
H -1.549 -1.709 -0.363 0.06
```

Output
SMILES: COP(=O)(OC)OC.COP(=O)(OC)OC.COP(=O)(OC)OC.CC(C)=O.CC(C)=O
LUMO level: 0.53 eV
HOMO energy: -0.34298 hartree
multiplicity: 1



Run x
Density functional theory data (ωB97M-V/def2-TZVPD) for 5 unconnected molecules or ions with the total composition C15H39O14P3.

Structure (XYZ):
```
71
Properties=species:S:1:pos:R:3:lowdin_charge:R:1
C -0.765 -0.229 -5.111 -0.15
O 0.357 0.575 -4.814 -0.22
P 0.100 2.055 -4.278 0.31
O -0.458 2.891 -5.376 -0.25
O -1.004 1.927 -3.075 -0.18
C -0.682 1.214 -1.923 -0.12
O 1.333 2.685 -3.840 -0.17
C 1.412 4.049 -3.496 -0.06
H -0.476 -1.079 -5.845 0.11
H -1.427 0.458 -5.827 0.12
H -1.564 -0.567 -4.288 0.12
H -1.216 1.704 -1.107 0.09
H 0.307 1.482 -1.614 0.08
H -0.744 0.156 -1.934 0.06
H 2.499 4.216 -3.144 0.13
H 0.761 4.192 -2.805 0.01
H 1.200 4.803 -4.399 0.15
C 1.393 3.211 0.875 -0.07
O 0.064 3.113 1.360 -0.17
P -0.213 2.877 2.892 0.54
O -0.657 4.189 3.454 -0.26
O -1.313 1.669 3.239 -0.21
C -2.596 1.992 2.817 -0.21
O 1.066 2.505 3.904 -0.23
C 0.801 2.101 5.182 -0.15
H 2.071 2.626 1.353 0.04
H 1.773 4.165 1.188 0.10
H 1.441 3.389 -0.091 0.04
H -3.207 2.907 3.189 0.15
H -3.335 1.183 2.904 0.10
H -2.585 1.960 1.634 0.06
H 0.558 1.086 5.267 0.06
H 0.097 2.783 5.639 0.10
H 1.696 2.188 5.741 0.08
C 3.949 0.040 1.531 -0.09
O 3.153 -0.441 2.572 -0.16
P 1.686 -0.862 2.327 0.52
O 0.917 0.296 1.869 -0.24
O 1.492 -1.957 1.155 -0.18
C 1.133 -1.607 -0.110 -0.14
O 0.874 -1.417 3.719 -0.22
C -0.509 -1.543 3.667 -0.18
H 3.522 0.874 0.977 0.08
H 4.297 -0.570 0.569 0.15
H 4.760 0.242 2.072 0.05
H 0.040 -1.781 -0.333 0.08
H 1.448 -2.471 -0.750 0.10
H 1.544 -0.836 -0.526 0.03
H -0.904 -2.201 4.607 0.14
H -0.894 -2.091 2.710 0.10
H -1.292 -0.786 3.734 0.06
C -3.418 0.782 0.707 -0.07
C -3.376 -0.649 0.256 -0.39
C -2.018 -1.171 -0.290 0.00
O -4.433 -1.298 0.180 0.04
H -2.888 0.999 1.656 -0.05
H -4.532 1.264 0.910 0.18
H -2.901 1.475 -0.051 0.11
H -2.309 -2.212 -0.713 0.14
H -1.296 -1.392 0.451 0.04
H -1.523 -0.662 -0.872 -0.08
C 1.603 -5.613 -3.007 0.03
C 0.238 -5.404 -2.273 -0.47
C 0.130 -5.324 -0.776 -0.02
O -0.759 -5.293 -2.931 0.07
H 2.398 -4.910 -2.640 0.11
H 1.330 -5.408 -3.923 0.02
H 1.652 -6.580 -2.975 0.02
H 0.766 -4.595 -0.506 0.00
H 0.335 -6.328 -0.174 0.14
H -0.932 -5.080 -0.481 0.10
```

Output
SMILES: COP(=O)(OC)OC.COP(=O)(OC)OC.COP(=O)(OC)OC.CC(C)=O.CC(C)=O
LUMO level: -0.02 eV
HOMO energy: -0.34377 hartree
multiplicity: 1



Relative energies in eV: run w 0.000; run x 4.790